Entry from the Open Molecules 2025 dataset: the ion C5H13N2O with charge +1 at a distorted geometry (the ωB97M-V functional and the def2-TZVPD basis).

```
21
Properties=species:S:1:pos:R:3:forces:R:3:nbo_charge:R:1
C -0.4097 -1.3856 -0.0685 -0.52 2.85 0.35 -0.094
O 0.2463 -1.1914 1.1605 -1.17 -0.64 2.94 -0.768
C 0.5215 -0.7581 -1.0980 1.19 -0.44 -0.71 -0.007
C 0.3863 0.7825 -1.1231 -0.64 0.13 -2.21 -0.460
C -0.1892 1.4688 0.0665 0.81 -0.95 -1.00 -0.350
C -1.4498 1.2527 0.4184 1.68 2.67 2.85 0.042
N -1.8909 1.7632 1.6023 -1.39 0.26 1.68 -0.807
N 1.9805 -1.0717 -0.5266 -1.06 -4.68 -0.78 -0.706
H -0.5176 -2.3450 -0.3487 -0.51 -3.81 -0.30 0.177
H -1.4214 -0.9062 -0.0857 1.14 -0.58 -0.19 0.209
H -0.3129 -1.3142 2.0174 1.10 0.24 -2.67 0.525
H 0.5763 -1.3644 -2.1569 -0.56 1.94 2.56 0.244
H -0.1707 1.0799 -2.0668 0.47 -0.58 0.96 0.248
H 1.3735 1.1561 -1.3035 0.65 0.49 -0.27 0.210
H 0.5365 2.0019 0.6769 -0.52 0.05 0.16 0.213
H -2.1586 0.7038 -0.0611 -1.74 -1.15 -1.78 0.189
H -1.2352 2.2586 2.2238 -0.84 -0.50 -0.68 0.399
H -2.8662 1.6371 1.9382 1.46 0.28 -0.55 0.406
H 2.6623 -0.4217 -0.7572 1.49 1.76 -0.80 0.426
H 2.2475 -2.0128 -0.9731 -0.12 1.82 0.45 0.434
H 2.0914 -1.3335 0.4650 -0.93 0.83 0.02 0.469
```
Forces are in eV/Å.

The orbital gap is 7.910 eV. As for the max |F|: 4.86 eV/A. The calculation puts the HOMO energy at -11.20 eV. As for the SMILES: N/C=C/C[C@@H]([NH3+])CO. As for the total energy: -10414.95622 eV. As for the charge: +1. Its energy relative to the best compared isomer or geometry (same formula, charge and spin) is 3.240 eV. Its LUMO energy is -3.29 eV.

=====

Entry from the Open Molecules 2025 dataset: the ion C5H13N2O with charge +1 at a distorted geometry (the ωB97M-V functional and the def2-TZVPD basis).

```
21
Properties=species:S:1:pos:R:3:forces:R:3:lowdin_spin:R:1
C 0.4755 -1.0736 1.0236 -0.99 -4.07 0.82 0.171
C 0.2089 -1.9432 -0.2644 2.37 0.70 1.37 0.270
C -0.0950 0.3204 -0.7405 2.01 1.31 -0.25 0.065
C -1.5658 0.2032 -0.6541 -1.56 0.47 -1.20 0.045
C 0.5610 1.3281 1.5361 -3.00 0.60 1.90 0.063
N 0.4274 1.3064 -1.5687 -1.75 0.87 -1.07 0.047
N 0.7079 0.2696 0.5480 -3.39 -0.06 -0.25 0.116
O 0.4187 -1.0273 -1.2867 -0.92 -0.73 -0.37 0.754
H -0.4482 -1.1170 1.6848 1.39 0.38 -0.62 0.008
H 1.3730 -1.6251 1.4742 -0.49 1.39 -0.24 0.071
H 0.7158 -2.9088 -0.4545 0.82 0.59 0.01 0.059
H -0.7599 -2.3487 -0.3691 -2.32 -0.21 -0.12 0.096
H -1.7718 -0.1142 -1.6833 -0.57 0.43 -0.15 0.010
H -2.1886 1.0994 -0.4078 1.09 -0.26 -0.33 0.009
H -2.0056 -0.6003 -0.1054 0.34 -0.45 0.88 0.006
H -0.5244 1.6199 1.7517 1.20 -1.32 0.11 0.004
H 1.1082 0.9287 2.4060 -0.27 0.79 -0.14 0.014
H 0.8649 2.2728 1.1751 1.37 0.64 -0.56 0.015
H -0.3352 1.8123 -2.0974 1.34 -0.73 0.62 0.010
H 1.2427 1.0754 -2.1589 -0.61 0.18 0.77 0.029
H 1.5905 0.5217 0.1913 3.94 -0.50 -1.18 0.137
```
Forces are in eV/Å.

The orbital gap (alpha / beta) is 4.132 / 6.255 eV. As for the max |F|: 4.27 eV/A. The calculation puts the HOMO energy (alpha / beta) at -6.90 / -15.44 eV. As for the total energy: -10408.10219 eV. As for the charge: +1. Its energy relative to the best compared isomer or geometry (same formula, charge and spin) is 5.004 eV. As for the spin multiplicity: 3. Its expectation value of S² is 2.005. Its LUMO energy (alpha / beta) is -2.77 / -9.18 eV.

=====

energy relative to the best compared isomer or geometry (same formula, charge and spin) of number 2 (C5H13N2O)? 5.004 eV